Entry 1:
Molecular formula: C4H16O3
Method: DFT, ωB97M-V/def2-TZVPD

Structure (SMILES)   CCCC.O.O.O
F_max   4.872 eV Å⁻¹

Geometry (Å):
C 2.773 -0.265 -2.237
C 1.186 -0.305 -2.344
C 0.619 -1.133 -1.163
C -0.868 -0.975 -1.075
H 3.151 0.493 -3.051
H 3.330 -1.191 -2.325
H 2.925 0.067 -1.175
H 0.916 -0.604 -3.359
H 0.734 0.707 -2.171
H 0.903 -2.186 -1.275
H 1.077 -0.800 -0.145
H -1.368 -1.691 -1.732
H -1.390 -0.058 -1.423
H -1.175 -1.199 -0.050
O -4.528 -3.033 1.294
H -4.908 -2.318 1.832
H -3.598 -2.700 1.230
O 3.276 0.894 4.616
H 3.445 1.738 4.116
H 2.979 0.198 4.121
O -1.902 4.382 -0.063
H -1.491 3.513 0.304
H -2.559 4.161 -0.763

Forces on the atoms, in the same order (eV/Å):
-1.07 2.38 -0.37
1.44 0.23 1.20
1.04 0.87 0.24
-1.75 -0.72 -0.09
-0.34 -1.34 1.88
-0.42 -0.36 -0.35
0.47 0.21 -1.13
-0.42 -0.42 0.28
0.85 -0.53 -0.44
-0.18 0.11 0.10
-0.44 -0.27 -1.87
0.07 -0.37 0.16
1.08 0.10 0.53
-0.36 0.10 -0.14
1.23 1.19 0.35
-0.23 -0.46 -0.21
-1.00 -0.72 -0.16
1.59 4.10 2.10
-0.51 -1.91 0.37
-1.08 -2.18 -2.48
0.54 -2.09 0.41
-1.41 2.24 -1.31
0.87 -0.16 0.90

Mulliken atomic charge list, values in e, 2 entries: number 1, C, carries -1.05; number 2, C, carries -0.39


Entry 2:
Molecular formula: C4H16O3S
Method: DFT, ωB97M-V/def2-TZVPD

Structure (SMILES)   CCCCS.O.O.O
F_max   5.637 eV Å⁻¹

Geometry (Å):
C 2.896 -0.777 -0.248
C 1.347 -1.008 -0.337
C 0.713 -0.934 1.053
C -0.529 0.039 1.037
S -1.917 -0.529 2.073
H 3.293 -1.168 0.711
H 3.336 -1.318 -0.943
H 3.256 0.344 -0.288
H 1.321 -2.029 -0.769
H 0.905 -0.169 -0.826
H 1.502 -0.412 1.679
H 0.557 -1.768 1.699
H -0.919 0.267 0.023
H -0.178 0.969 1.375
H -2.235 -1.620 1.233
O -1.316 -2.094 -1.570
H -1.513 -2.022 -2.433
H -1.824 -2.841 -1.326
O 1.455 3.036 -0.177
H 0.728 2.473 0.176
H 1.774 3.576 0.504
O -0.766 2.173 -2.867
H -0.212 2.188 -3.646
H -0.657 3.151 -2.461

Forces on the atoms, in the same order (eV/Å):
-1.52 3.88 3.80
2.15 -1.14 1.48
0.65 2.73 0.72
-0.10 -1.75 -0.84
-0.21 -0.95 -1.02
-0.30 0.17 -0.33
2.34 -2.16 -3.62
-0.92 -2.09 -0.09
-1.01 0.94 -0.28
-0.32 -0.14 -1.41
-0.86 -0.15 -0.48
-0.51 -1.25 -0.41
0.25 -0.64 0.45
0.09 1.35 1.02
0.35 1.28 0.98
1.44 0.34 4.15
-0.83 0.86 -4.94
-0.70 -1.23 0.81
-1.46 -1.82 -1.51
0.91 0.77 -0.24
0.52 1.06 1.68
0.03 3.39 1.80
0.27 0.08 -0.26
-0.27 -3.50 -1.47

Mulliken atomic charge list, values in e, 2 entries: number 1, C, carries -1.44; number 2, C, carries 0.11


Entry 3:
Molecular formula: C4H16O3S2
Method: DFT, ωB97M-V/def2-TZVPD

⟨S²⟩   0.750
Total charge   -1
2S+1   2
F_max   2.811 eV Å⁻¹

Geometry (Å):
C 1.880 1.892 1.045
C 2.519 0.575 0.718
S 1.679 -0.767 1.684
S 1.617 -2.351 0.597
C 0.196 -2.306 -0.509
C -1.080 -2.606 0.263
H 2.164 2.664 0.317
H 2.122 2.172 2.068
H 0.811 1.789 0.864
H 3.577 0.452 0.953
H 2.491 0.282 -0.339
H 0.072 -1.387 -1.106
H 0.396 -2.980 -1.350
H -1.993 -2.729 -0.336
H -1.441 -1.787 0.897
H -1.033 -3.559 0.787
H -1.529 1.201 1.749
H -1.984 0.832 0.309
O -1.664 1.572 0.864
H -2.471 0.680 -1.715
H -2.214 -0.853 -1.383
O -2.566 0.002 -1.054
H -0.934 2.353 -1.075
H 0.131 2.314 -2.252
O -0.747 2.546 -1.997

Forces on the atoms, in the same order (eV/Å):
-0.06 0.13 -0.79
0.59 -1.48 -0.45
-0.30 2.22 1.31
0.74 -2.06 -1.76
-1.05 0.54 -0.43
-1.21 -0.24 -0.36
0.40 0.00 0.40
-0.25 0.31 -0.02
-0.21 0.06 0.49
0.05 0.53 0.29
-0.55 0.21 0.14
0.35 0.31 0.64
0.10 -0.58 0.57
0.39 -0.06 -0.69
0.80 -0.12 0.38
0.29 0.17 0.40
0.02 0.13 -0.38
-0.07 -0.11 -0.09
0.16 0.16 0.57
0.36 0.24 -0.98
-0.07 0.64 -0.33
-0.41 -0.96 0.95
0.55 -0.24 0.36
0.92 -0.58 0.23
-1.53 0.80 -0.44

Mulliken atomic charge list, values in e, 2 entries: number 1, C, carries -1.08; number 2, C, carries -0.67


Entry 4:
Molecular formula: C4H16O4
Method: DFT, ωB97M-V/def2-TZVPD

Structure (SMILES)   CCO.CCO.O.O
F_max   0.706 eV Å⁻¹

Geometry (Å):
C -15.953 15.849 2.788
C -16.008 15.960 4.309
O -15.838 17.304 4.746
H -15.756 14.830 2.455
H -15.095 16.424 2.418
H -16.842 16.270 2.325
H -15.256 15.290 4.734
H -16.998 15.676 4.659
H -14.902 17.521 4.770
C -11.866 14.631 4.011
C -12.404 14.739 5.428
O -12.981 13.496 5.818
H -12.671 14.562 3.282
H -11.240 13.740 3.945
H -11.221 15.477 3.767
H -13.187 15.498 5.528
H -11.613 15.055 6.115
H -12.589 13.169 6.631
O -12.277 10.560 4.525
H -12.944 11.252 4.566
H -11.716 10.741 5.283
O -12.358 10.389 8.093
H -12.872 11.082 8.515
H -12.903 9.602 8.172

Forces on the atoms, in the same order (eV/Å):
0.62 0.34 -0.01
-0.06 0.04 -0.56
0.03 0.01 0.19
-0.40 -0.11 0.05
-0.09 0.04 0.08
-0.06 -0.15 -0.07
-0.09 0.04 0.25
0.06 -0.19 0.15
-0.02 -0.05 -0.10
0.18 0.00 0.25
0.03 0.25 0.11
-0.12 -0.30 0.03
0.00 -0.05 -0.05
-0.10 -0.06 -0.08
-0.18 0.13 -0.02
0.06 0.05 -0.22
0.05 -0.24 -0.01
0.07 0.13 -0.05
0.00 -0.05 -0.11
-0.02 0.14 0.03
0.02 -0.06 0.14
0.12 0.16 -0.06
-0.07 0.02 0.10
-0.04 -0.11 -0.08

Mulliken atomic charge list, values in e, 2 entries: number 1, C, carries -0.98; number 2, C, carries 0.12


Entry 5:
Molecular formula: C4H16O4
Method: DFT, ωB97M-V/def2-TZVPD

Structure (SMILES)   CO.CO.CO.CO
F_max   1.841 eV Å⁻¹

Geometry (Å):
C -1.840 -4.013 0.724
O -0.875 -3.958 1.759
H -1.806 -4.988 0.237
H -2.853 -4.009 1.128
H -1.477 -3.224 0.066
H -0.024 -4.001 1.318
C 1.518 3.509 -7.318
O 0.266 3.434 -6.605
H 2.329 3.655 -6.605
H 1.606 2.579 -7.880
H 1.393 4.342 -8.010
H -0.354 2.967 -7.171
C 0.422 1.641 -0.052
O 0.496 1.024 -1.391
H 0.770 2.670 -0.133
H -0.531 1.602 0.477
H 1.165 1.114 0.547
H 0.411 1.655 -2.110
C -0.071 -0.680 6.930
O -0.729 -1.930 6.917
H -0.644 0.237 6.797
H 0.376 -0.647 7.923
H 0.748 -0.542 6.224
H -0.295 -2.438 6.228

Forces on the atoms, in the same order (eV/Å):
0.84 -0.55 -0.12
0.06 -0.37 0.94
0.24 -0.08 -0.43
0.17 0.94 0.06
-1.39 0.09 -0.64
0.10 -0.01 0.20
-1.52 -0.11 -0.12
0.34 -0.07 0.40
-0.13 -0.02 -0.17
0.64 0.06 -0.04
0.71 0.09 -0.11
-0.04 0.05 0.06
1.17 -0.07 -1.42
-0.44 -0.12 1.44
-0.20 0.11 0.17
-0.26 -0.18 -0.57
-0.11 -0.08 0.01
-0.16 0.33 0.37
1.11 0.53 1.17
-0.19 0.20 -0.98
-0.89 -0.44 0.01
0.20 0.57 0.08
0.06 -0.60 -0.26
-0.30 -0.26 -0.03

Mulliken atomic charge list, values in e, 2 entries: number 1, C, carries -0.42; number 2, O, carries -0.50


Entry 6:
Molecular formula: C4H16O4
Method: DFT, ωB97M-V/def2-TZVPD

Structure (SMILES)   CO.CO.CO.CO
F_max   2.145 eV Å⁻¹

Geometry (Å):
C 3.550 0.993 -1.926
O 4.315 1.357 -0.784
H 4.216 0.466 -2.609
H 2.686 0.386 -1.653
H 3.251 1.897 -2.457
H 3.938 0.887 -0.036
C -1.046 0.667 -1.329
O -1.022 0.932 0.060
H -1.578 -0.275 -1.459
H -1.629 1.498 -1.724
H -0.076 0.516 -1.803
H -0.537 0.181 0.410
C -4.084 0.520 1.480
O -2.994 1.347 1.772
H -5.112 0.851 1.624
H -4.030 0.042 0.502
H -4.121 -0.280 2.220
H -2.325 1.212 1.097
C 0.928 -2.479 1.276
O 0.895 -1.466 0.311
H 0.958 -2.038 2.273
H 0.219 -3.297 1.155
H 1.898 -2.970 1.205
H 1.699 -0.946 0.392

Forces on the atoms, in the same order (eV/Å):
0.63 0.27 -0.28
-0.26 -0.09 0.33
-0.22 -0.38 -0.07
-0.05 0.01 -0.25
-0.32 0.03 0.16
0.24 0.18 0.10
-1.14 -0.16 -0.05
1.05 -0.18 0.02
-0.26 0.00 -0.44
0.30 -0.22 -0.59
0.20 0.53 0.16
0.24 -0.22 0.62
-0.23 -1.61 0.65
-1.04 0.72 0.42
0.19 1.43 -0.34
0.09 0.12 -0.19
0.42 -0.62 0.05
0.28 0.06 -0.34
1.84 -0.59 0.93
-0.93 0.61 -0.92
-0.72 -0.21 0.24
-0.50 0.73 -0.20
0.20 -0.34 -0.04
0.01 -0.08 0.03

Mulliken atomic charge list, values in e, 2 entries: number 1, C, carries -0.21; number 2, O, carries -0.49


Entry 7:
Molecular formula: C4H17N2O2
Method: DFT, ωB97M-V/def2-TZVPD

Total charge   +1
F_max   2.179 eV Å⁻¹

Geometry (Å):
C -1.721 0.457 -2.929
C -1.037 0.377 -1.571
C 0.418 -0.141 -1.761
C 1.205 -0.124 -0.481
N 0.405 -0.626 0.686
N -1.702 -0.515 -0.582
H -2.789 0.329 -2.749
H -1.638 1.424 -3.429
H -1.284 -0.250 -3.631
H -0.920 1.344 -1.082
H 0.838 0.522 -2.525
H 0.436 -1.070 -2.336
H 2.133 -0.678 -0.605
H 1.475 0.908 -0.259
H 0.707 -1.515 1.071
H 0.362 0.127 1.369
H -2.570 -0.048 -0.315
H -1.999 -1.361 -1.069
H -0.615 -0.680 0.339
H 3.353 -0.724 2.918
H 2.258 0.132 3.600
O 2.432 -0.523 2.910
H -0.119 1.285 4.763
H -0.121 0.424 3.543
O 0.495 0.928 4.123

Forces on the atoms, in the same order (eV/Å):
-0.43 0.60 0.32
1.65 -0.54 -0.35
-1.11 0.46 -1.03
0.76 0.21 -0.26
0.80 0.56 0.15
-1.75 0.47 -1.21
-0.05 -0.34 -0.50
0.24 0.12 0.33
-0.42 -0.38 0.11
-0.38 0.21 -0.06
0.41 0.27 0.49
-0.24 -0.48 0.62
-0.04 -0.08 0.35
0.06 -0.08 0.13
0.35 0.30 0.35
0.67 -0.53 0.51
0.07 -0.27 0.16
0.08 -0.03 0.13
-0.49 -0.44 -0.27
1.03 -0.15 0.15
0.06 -0.13 0.02
-1.13 0.18 -0.35
-0.02 0.38 0.57
0.80 0.35 0.69
-0.92 -0.65 -1.08

Mulliken atomic charge list, values in e, 2 entries: number 1, C, carries -1.40; number 2, C, carries 0.27


Entry 8:
Molecular formula: C4H17N2O2
Method: DFT, ωB97M-V/def2-TZVPD

Total charge   +1
F_max   6.429 eV Å⁻¹

Geometry (Å):
C -1.603 0.714 1.003
C -2.131 0.404 -0.432
C -1.158 -0.673 -1.014
C 1.229 -0.600 -2.064
N 0.111 -0.027 -1.303
N -0.384 1.611 0.970
H -1.417 -0.244 1.574
H -2.565 1.125 1.474
H -3.245 0.095 -0.344
H -2.299 1.268 -1.101
H -1.461 -1.309 -1.824
H -0.803 -1.491 -0.418
H 1.335 -1.619 -1.773
H 2.200 -0.072 -1.801
H 1.024 -0.650 -3.228
H 0.059 0.959 -1.776
H 0.363 1.221 0.308
H -0.420 2.606 0.589
H 0.009 1.750 1.884
H 1.562 -0.300 2.173
H 0.815 -0.403 3.524
O 0.880 0.152 2.736
H 2.929 -0.831 0.090
H 2.643 -2.256 0.453
O 2.329 -1.431 0.301

Forces on the atoms, in the same order (eV/Å):
-2.88 0.05 -0.48
-0.62 -1.88 0.43
0.62 0.14 -1.27
-0.46 -0.38 -1.80
1.79 4.89 -1.30
0.63 1.69 -1.39
0.49 1.38 -0.84
2.12 0.44 0.07
2.00 -0.25 0.10
0.91 -0.13 0.33
-1.13 0.47 -1.29
-0.58 -0.20 1.83
0.28 -0.70 0.18
-1.36 -0.47 -0.71
0.53 0.49 2.14
-0.91 -2.36 1.08
-1.11 -0.72 0.82
-1.23 -1.49 0.42
0.43 -0.57 0.81
-0.84 0.35 0.57
0.05 0.18 -0.07
0.97 -0.81 -0.39
4.50 3.45 -1.44
2.02 -3.64 0.64
-6.24 0.10 1.56

Mulliken atomic charge list, values in e, 2 entries: number 1, C, carries -0.41; number 2, C, carries -0.69


Entry 9:
Molecular formula: C4H17NO3
Method: DFT, ωB97M-V/def2-TZVPD

F_max   3.597 eV Å⁻¹

Geometry (Å):
C 0.604 -1.072 -2.495
C 0.709 0.278 -1.822
N -0.344 0.511 -0.871
C -0.204 1.708 -0.042
C -1.402 1.819 0.893
H 1.306 -0.911 -3.351
H -0.449 -1.213 -2.817
H 1.068 -1.893 -1.911
H 1.639 0.589 -1.324
H 0.599 0.964 -2.639
H -0.653 -0.334 -0.337
H 0.747 1.683 0.477
H -0.262 2.585 -0.700
H -2.280 1.694 0.218
H -1.419 1.113 1.718
H -1.394 2.821 1.356
H 1.978 -0.379 1.083
H 0.684 -0.438 2.086
O 1.642 0.169 1.889
H -1.501 -2.774 0.598
H -0.636 -1.572 1.422
O -0.793 -2.130 0.472
H 1.030 -1.093 0.281
H -0.175 -1.263 3.321
O -0.492 -0.862 2.494

Forces on the atoms, in the same order (eV/Å):
1.61 0.33 -0.40
-0.17 0.50 0.14
0.69 -1.07 2.00
-1.02 -0.18 -0.31
-0.21 0.61 -0.38
-0.85 -0.71 0.16
0.90 -0.34 0.21
-0.82 0.18 -0.14
0.33 -0.60 -0.58
-0.27 0.92 -0.39
-0.22 0.29 -0.59
0.26 0.14 0.18
0.37 -0.19 -0.11
0.24 0.21 0.87
0.08 -0.33 -0.22
-0.22 -0.32 -0.33
0.55 0.97 1.44
-0.45 1.04 1.11
-0.04 -2.25 -2.81
0.41 -0.09 -0.02
-0.76 -0.90 0.11
0.58 0.97 -0.16
-1.52 0.80 0.21
-0.48 -0.09 -0.46
1.01 0.12 0.46

Mulliken atomic charge list, values in e, 2 entries: number 1, C, carries -0.90; number 2, C, carries -0.76


E_tot across the listed records, respectively: -387.66137 -785.82536 -1184.05571 -462.92326 -462.84308 -462.86051 -422.35992 -422.28181 -442.81233 Ha.